[1]
ORCA calculation (the ωB97M-V functional and the def2-TZVPD basis) on a 4-piece molecular cluster, C19H39BrN3O7S3 overall at a distorted geometry.

Last column: Mulliken charge in e.
CARTESIAN COORDINATES (ANGSTROEM)
C  0.6077  2.1234  4.8598  -1.170
C  -0.0094  2.1822  3.3966  0.189
C  0.1474  0.7142  2.7981  -0.568
N  -1.2723  0.2776  2.8570  -0.235
C  -2.1541  1.3895  2.9081  0.095
N  -3.4455  1.3045  2.6627  -0.056
C  -4.0978  0.0200  2.3121  -0.442
C  -5.5545  -0.1451  2.9557  -0.713
C  -5.7792  0.6935  4.2777  -0.508
Br  -7.7663  0.8701  4.4873  -0.131
N  -1.4376  2.6425  3.2614  0.027
O  -2.0019  2.8885  4.5336  -0.370
H  -0.0150  1.5482  5.5972  0.298
H  1.6232  1.6551  4.7746  0.365
H  0.6488  3.1891  5.2378  0.354
H  0.5468  2.9190  2.7605  0.361
H  0.4053  0.8782  1.7164  -0.051
H  0.9105  0.0249  3.2416  0.457
H  -1.4950  -0.4778  3.5081  0.364
H  -3.9509  2.1960  2.7264  0.342
H  -3.5096  -0.8809  2.6580  0.264
H  -4.1286  -0.0780  1.1829  0.366
H  -6.3716  0.0571  2.2024  0.456
H  -5.6691  -1.2335  3.2476  0.311
H  -5.3720  0.2093  5.2062  0.355
H  -5.3968  1.7463  4.2449  0.271
H  -2.1401  2.0341  4.9933  0.351
C  0.8084  -2.8820  -2.2520  -0.636
C  0.6895  -1.4037  -2.6330  -0.060
C  0.5897  -0.6023  -1.3356  -0.664
S  1.4507  -1.5577  -0.0903  1.110
O  0.4903  -1.9949  0.9009  -0.665
O  2.6729  -0.8746  0.2750  -0.608
C  1.8519  -2.9416  -1.1428  -0.824
H  1.0951  -3.4985  -3.1049  0.420
H  -0.1543  -3.2460  -1.8797  0.292
H  1.5819  -1.0985  -3.1874  0.369
H  -0.1733  -1.2188  -3.2739  -0.321
H  1.0602  0.3761  -1.4284  0.480
H  -0.4471  -0.4874  -1.0160  0.303
H  1.8186  -3.8666  -0.5688  0.444
H  2.8567  -2.7800  -1.5372  0.359
C  -3.6948  -1.9327  -6.2635  -0.690
C  -3.8116  -0.4549  -6.6457  -0.623
C  -3.9058  0.3492  -5.3460  -0.668
S  -3.0422  -0.6067  -4.1028  1.224
O  -3.9966  -1.0428  -3.1095  -0.688
O  -1.8156  0.0730  -3.7446  -0.719
C  -2.6485  -1.9923  -5.1574  -0.668
H  -3.4112  -2.5506  -7.1162  0.343
H  -4.6566  -2.2945  -5.8887  0.320
H  -2.9207  -0.1515  -7.2028  0.309
H  -4.6756  -0.2705  -7.2855  0.323
H  -3.4337  1.3263  -5.4411  0.345
H  -4.9402  0.4664  -5.0218  0.376
H  -2.6819  -2.9170  -4.5826  0.446
H  -1.6447  -1.8330  -5.5561  0.359
C  6.0332  0.6467  1.7075  -0.623
C  7.2918  1.5190  1.6865  -0.652
C  8.1211  1.0977  0.4704  -0.649
S  6.9560  0.4666  -0.7349  1.174
O  7.2053  -0.9434  -0.9217  -0.662
O  6.8738  1.3859  -1.8461  -0.677
C  5.5004  0.6538  0.2801  -0.232
H  5.2911  1.0228  2.4138  0.305
H  6.2959  -0.3731  2.0037  0.316
H  7.0046  2.5703  1.5903  0.306
H  7.8674  1.4205  2.6084  0.323
H  8.6634  1.9389  0.0406  0.345
H  8.8166  0.2956  0.7184  0.373
H  4.8007  -0.1559  0.0786  0.053
H  5.0447  1.6149  0.0349  0.332

Summary:
- Net charge: +1
- Kohn-Sham gap: 8.075 eV
- HOMO: -11.7 eV
- Total energy: -141676.6604 eV

---

[2]
ORCA calculation (the ωB97M-V functional and the def2-TZVPD basis) on a 2-piece molecular cluster, C19H39ClF3N2O5 overall at a distorted geometry.

Last column: Mulliken charge in e.
CARTESIAN COORDINATES (ANGSTROEM)
C  -5.4163  -1.2583  3.6990  -1.186
C  -5.4427  -0.2636  2.5383  0.066
O  -6.1534  -0.8109  1.4261  -0.435
C  -5.4289  -0.7871  0.2235  -0.898
C  -4.3326  -1.8803  0.1997  -0.751
C  -2.9081  -1.3148  0.3339  0.184
O  -2.2656  -1.7696  1.4851  -0.397
C  -0.8602  -1.6693  1.4414  -1.056
C  -0.2952  -0.6219  0.4895  0.927
C  1.2125  -0.6686  0.5554  -2.079
N  -0.8876  -0.7378  -0.9144  0.281
Cl  0.2738  -1.1266  -2.1572  0.041
C  -2.1242  -1.6074  -0.9545  -0.473
C  -1.8589  -3.0879  -1.2279  -1.377
C  -2.4128  -3.5342  -2.5691  -0.837
O  -1.5380  -3.1682  -3.6164  -0.215
C  -1.9689  -3.6969  -4.8456  -0.656
C  -3.1093  -2.9081  -5.4589  0.834
F  -3.0799  -3.0310  -6.7678  -0.269
F  -4.2952  -3.3497  -5.0564  -0.264
F  -3.0506  -1.6271  -5.1520  -0.253
H  -4.4323  -1.6973  3.8021  0.260
H  -5.6434  -0.7399  4.6214  0.371
H  -6.1137  -2.0580  3.4917  0.314
H  -5.9362  0.6631  2.8088  0.460
H  -4.4150  -0.0064  2.2879  0.009
H  -6.1378  -0.9956  -0.5649  0.312
H  -5.0204  0.2086  0.0280  0.408
H  -4.5079  -2.5702  1.0098  0.428
H  -4.4306  -2.3704  -0.7566  0.285
H  -3.0120  -0.2251  0.3839  0.438
H  -0.4710  -2.6396  1.1187  0.322
H  -0.4501  -1.5124  2.4239  0.540
H  -0.5805  0.3523  0.8671  0.134
H  1.6303  -1.6271  0.2865  0.452
H  1.4763  -0.5138  1.5940  0.488
H  1.6603  0.1523  0.0145  0.475
H  -1.1958  0.2018  -1.1623  0.547
H  -2.7373  -1.2181  -1.7559  0.726
H  -0.8272  -3.3894  -1.0899  0.673
H  -2.4313  -3.6429  -0.4940  0.482
H  -2.5724  -4.6049  -2.5038  0.444
H  -3.3705  -3.0332  -2.6798  0.499
H  -2.2931  -4.7322  -4.7659  0.357
H  -1.1576  -3.6746  -5.5574  0.376
C  7.0998  1.7715  2.0820  -0.693
O  6.8433  3.1627  2.0526  -0.342
C  7.0871  3.7733  0.7894  -0.800
C  5.7916  4.2273  0.1497  -0.206
N  4.9842  3.0888  -0.2797  -0.297
C  3.6238  3.4343  -0.6784  -0.614
C  2.6882  4.0195  0.3781  -0.531
O  2.3356  3.1129  1.4118  -0.393
C  3.2618  3.0379  2.4873  -0.574
H  7.0376  1.4467  3.1195  0.239
H  6.3597  1.2106  1.4991  0.269
H  8.1019  1.5458  1.7081  0.347
H  7.6472  3.1104  0.1244  0.403
H  7.7053  4.6552  0.9767  0.394
H  6.0200  4.8502  -0.7194  0.402
H  5.2631  4.8475  0.8848  0.176
H  4.9363  2.4185  0.4764  0.045
H  3.1625  2.5142  -1.0530  0.270
H  3.6747  4.1260  -1.5247  0.419
H  1.7514  4.2694  -0.1287  0.356
H  3.0656  4.9573  0.7980  0.365
H  3.7640  3.9902  2.6636  0.317
H  4.0020  2.2522  2.3174  0.164
H  2.7044  2.7700  3.3856  0.295

Summary:
- Net charge: +1
- Kohn-Sham gap: 6.788 eV
- HOMO: -10.7 eV
- Total energy: -54217.9823 eV

---

[3]
ORCA calculation (the ωB97M-V functional and the def2-TZVPD basis) on a 3-piece molecular cluster, C19H39F2N4O2Si overall at a distorted geometry.

Last column: Mulliken charge in e.
CARTESIAN COORDINATES (ANGSTROEM)
C  0.4918  1.3964  4.4578  -0.941
Si  0.0101  -0.3706  4.0323  0.317
C  0.5817  -1.5911  5.3655  -1.184
C  -1.8888  -0.5186  4.0097  -1.054
C  0.7962  -0.9881  2.3818  0.154
N  2.0121  -1.2519  2.0150  0.237
N  2.0642  -1.6996  0.7376  -0.611
C  0.8904  -1.7039  0.3544  -0.071
N  0.3805  -2.1105  -0.8922  0.356
C  -0.3693  -1.0388  -1.5378  0.537
O  0.1006  -0.2194  -2.2434  -0.335
F  -1.6496  -1.0709  -1.1907  -0.244
C  -0.4487  -3.2575  -0.7353  0.623
O  -0.5475  -3.8943  0.2666  -0.425
F  -1.0771  -3.5996  -1.8144  -0.199
N  0.0221  -1.2461  1.3529  0.237
H  0.0266  1.6765  5.3960  0.339
H  0.1721  2.0736  3.6695  0.267
H  1.5750  1.4462  4.5521  0.387
H  1.4553  -1.2490  5.9114  0.348
H  -0.2549  -1.8079  6.0227  0.381
H  0.8115  -2.5327  4.8616  0.365
H  -2.3510  0.2968  4.5599  0.215
H  -2.3144  -0.5475  3.0044  0.309
H  -2.1637  -1.4431  4.5108  0.403
H  2.8099  -1.1522  2.6233  0.241
H  -0.9795  -1.1465  1.2712  0.330
C  -3.9580  3.4562  4.2313  -1.395
C  -3.0102  3.3388  3.0409  0.507
C  -3.3728  4.2670  1.8841  -0.906
C  -4.7400  4.0028  1.2525  -0.781
C  -4.9383  2.5853  0.7169  -0.296
C  -3.9716  2.2192  -0.4062  -1.105
H  -4.9763  3.1712  3.9656  0.316
H  -3.6369  2.8018  5.0448  0.393
H  -3.9766  4.4779  4.6129  0.345
H  -2.9751  2.2968  2.7011  -0.207
H  -1.9974  3.5842  3.3778  0.257
H  -2.5963  4.1943  1.1166  0.318
H  -3.3466  5.3016  2.2372  0.399
H  -4.8845  4.7159  0.4360  0.389
H  -5.5275  4.2193  1.9789  0.313
H  -5.9598  2.5002  0.3395  0.359
H  -4.8515  1.8562  1.5285  0.203
H  -4.0681  2.9098  -1.2452  0.322
H  -4.1797  1.2132  -0.7763  0.371
H  -2.9322  2.2371  -0.0677  0.199
C  3.1131  -0.7358  -2.9787  -1.162
C  2.6489  -1.2973  -4.3186  -0.327
C  3.1934  -2.6946  -4.6110  -0.681
C  4.7166  -2.7869  -4.7158  -0.723
C  5.3477  -1.8806  -5.7715  -0.366
C  4.8942  -2.1989  -7.1929  -1.202
H  4.1967  -0.6167  -2.9445  0.434
H  2.6689  0.2447  -2.8022  0.354
H  2.8157  -1.3947  -2.1589  0.162
H  2.9223  -0.6059  -5.1189  0.331
H  1.5558  -1.3458  -4.3186  0.277
H  2.7415  -3.0614  -5.5362  0.380
H  2.8588  -3.3790  -3.8228  0.285
H  4.9834  -3.8254  -4.9336  0.383
H  5.1644  -2.5624  -3.7429  0.291
H  6.4331  -1.9946  -5.7170  0.388
H  5.1396  -0.8307  -5.5460  0.225
H  5.1290  -3.2324  -7.4542  0.299
H  5.4001  -1.5500  -7.9085  0.379
H  3.8206  -2.0498  -7.3188  0.286

Summary:
- Net charge: +1
- Kohn-Sham gap: 9.056 eV
- HOMO: -12.7 eV
- ΔE to the lowest compared entry with this formula, charge and spin: 0.000 eV
- Total energy: -43698.2219 eV

---

[4]
ORCA calculation (the ωB97M-V functional and the def2-TZVPD basis) on C19H39MnN8O6 as an isolated structure.

Last column: Löwdin spin population.
CARTESIAN COORDINATES (ANGSTROEM)
Mn  0.1371  -0.3926  1.6437  0.978
C  3.2286  0.4820  -1.7879  0.000
O  2.7103  1.2960  -0.7392  0.000
C  3.5419  1.2414  0.4021  0.000
C  3.2275  0.0530  1.2863  0.000
O  2.0215  0.3056  2.0368  0.004
C  2.2249  0.7512  3.3805  0.000
C  0.9588  1.4326  3.8371  0.000
O  -0.1546  0.6102  3.4455  0.003
C  -1.4183  1.2455  3.6742  0.000
H  3.4115  -0.5403  -1.4534  0.000
H  4.1548  0.9142  -2.1786  0.000
H  2.4851  0.4465  -2.5794  0.000
H  3.3853  2.1635  0.9674  0.000
H  4.5973  1.2016  0.1045  0.000
H  4.0401  -0.1324  1.9924  0.000
H  3.0525  -0.8445  0.6917  0.000
H  3.0421  1.4757  3.4165  0.000
H  2.4703  -0.1101  4.0043  0.000
H  0.8529  2.4055  3.3585  0.000
H  0.9626  1.5493  4.9236  0.000
H  -1.5571  1.4123  4.7432  0.000
H  -2.1839  0.5747  3.2933  0.000
H  -1.4594  2.1983  3.1437  0.000
N  0.8497  -2.0970  4.0812  0.000
N  0.5161  -2.1651  2.6876  0.000
H  0.7538  -3.0100  4.5126  0.000
H  0.1866  -1.4659  4.5140  0.000
H  -0.2778  -2.7806  2.5212  0.001
H  1.3095  -2.5704  2.1983  0.002
C  -2.2751  -4.5063  0.8757  0.000
C  -3.0390  -3.4880  0.0405  0.000
C  -2.1382  -2.5562  -0.7907  -0.001
C  -3.0228  -1.6060  -1.6331  0.000
C  -2.2631  -0.8450  -2.7128  0.000
C  -1.3081  -3.3983  -1.7488  0.000
O  -1.8156  -4.1817  -2.5128  0.000
N  0.0605  -3.2177  -1.7206  0.000
C  0.7820  -2.4064  -0.8507  0.001
O  1.9959  -2.4259  -0.8545  0.002
N  0.0543  -1.6294  0.0139  -0.001
C  -1.2659  -1.7368  0.1255  -0.003
O  -1.7411  -1.0863  1.0963  0.001
H  -2.9620  -5.1309  1.4447  0.000
H  -1.6094  -4.0206  1.5945  0.000
H  -1.6724  -5.1664  0.2495  0.000
H  -3.6640  -2.8596  0.6763  0.000
H  -3.6905  -4.0085  -0.6614  0.000
H  -3.5092  -0.9189  -0.9381  0.000
H  -3.7981  -2.2198  -2.0928  0.000
H  -1.4143  -0.3016  -2.2967  0.000
H  -2.9211  -0.1214  -3.1971  0.000
H  -1.8998  -1.5215  -3.4881  0.000
H  0.6084  -3.7981  -2.3415  0.000
C  0.1130  1.9589  -3.6732  0.000
C  -0.4811  3.3079  -3.2886  0.000
C  0.6117  4.3358  -3.0115  0.000
C  -1.4551  3.1677  -2.1171  0.000
N  -0.8096  2.7046  -0.8836  0.005
C  -0.1090  3.3815  0.0351  0.000
N  0.2751  2.5523  0.9705  0.003
N  -0.1977  1.3565  0.5859  -0.006
N  -0.8517  1.4319  -0.5164  0.011
H  0.7899  2.0692  -4.5204  0.000
H  -0.6598  1.2395  -3.9467  0.000
H  0.6873  1.5469  -2.8415  0.000
H  -1.0969  3.6711  -4.1163  0.000
H  1.3129  3.9718  -2.2562  0.000
H  0.1994  5.2917  -2.6804  0.000
H  1.1896  4.5220  -3.9160  0.000
H  -2.2273  2.4331  -2.3372  0.000
H  -1.9336  4.1190  -1.8855  0.000
H  0.0815  4.4397  0.0004  0.000

Summary:
- Net charge: +1
- Kohn-Sham gap (alpha / beta): 9.620 / 8.983 eV
- Multiplicity: 2
- HOMO (alpha / beta): -11.5 / -10.9 eV
- ΔE to the lowest compared entry with this formula, charge and spin: 0.000 eV
- Total energy: -75857.0300 eV